79
Properties=species:S:1:pos:R:3:forces:R:3 method="wB97M-V/def2-TZVPD" e_homo_ev="-14.4 / -16.4" charge=+3 energy_ev=-129206.94038 orbital_gap_ev="6.16 / 4.35" e_above_lowest_kj_mol=0.0 multiplicity=5
Ir 1.9820 0.1189 0.0848 -2.91 -2.08 1.28
P 0.3636 -1.0242 1.2396 -0.11 -0.57 0.65
P 1.4733 2.1213 1.1906 0.08 1.23 0.43
P 3.4177 -1.6829 -0.0022 1.02 -0.82 -0.21
H -1.5968 -2.2004 -3.3715 -0.26 0.26 0.47
C -1.9188 -1.4669 -2.6119 2.88 0.46 1.74
C -2.4222 -0.2061 -3.1464 -0.48 0.52 -0.33
H -2.7709 -0.1143 -4.1744 0.14 0.00 0.31
C -1.2867 -0.3379 0.8784 -0.38 0.03 0.08
C 0.6848 -0.9218 3.0342 -0.50 -0.30 0.13
C 0.1273 -2.8045 0.9288 -0.11 -0.08 0.16
C 1.5464 3.5921 0.0855 -0.10 -0.10 -0.01
C -0.0831 2.4693 2.0986 -0.04 -0.08 0.00
C 2.8049 2.3473 2.4188 -0.06 0.11 0.05
C 2.7700 -2.9079 -1.1983 -0.04 -0.11 0.14
C 3.7371 -2.4903 1.6041 0.02 -0.01 -0.05
C 5.1170 -1.4180 -0.6504 -0.17 0.11 0.17
H -2.5743 -1.9392 -1.8534 0.20 0.00 -0.35
H -2.4944 0.6412 -2.4646 -0.04 -0.26 -0.55
H -1.9760 -1.1519 0.6195 0.18 0.14 0.09
H -1.2628 0.3531 0.0270 0.07 -0.20 0.22
H -1.6878 0.1947 1.7478 0.07 -0.13 -0.12
H 0.6966 0.1134 3.3929 0.03 -0.33 -0.14
H 1.6536 -1.3816 3.2659 -0.26 0.09 -0.11
H -0.1037 -1.4742 3.5615 0.21 0.13 0.09
H -0.0889 -2.9734 -0.1321 0.01 0.05 0.19
H -0.7283 -3.1569 1.5213 0.21 0.05 -0.12
H 1.0127 -3.3820 1.2187 -0.31 0.14 -0.07
H 1.0550 4.4409 0.5823 0.25 -0.22 -0.09
H 1.0137 3.3808 -0.8499 0.12 0.06 0.15
H 2.5845 3.8583 -0.1503 -0.28 -0.07 0.07
H -0.0824 3.5298 2.3899 0.11 -0.32 -0.02
H -0.1769 1.8567 3.0020 -0.03 0.19 -0.24
H -0.9479 2.2958 1.4480 0.20 0.07 0.12
H 3.0549 3.4139 2.4801 -0.03 -0.23 0.10
H 3.6927 1.7774 2.1217 -0.18 0.21 0.11
H 2.4605 1.9980 3.4001 0.16 0.06 -0.20
H 3.5854 -3.5887 -1.4771 -0.19 0.13 0.06
H 2.4183 -2.3840 -2.0967 0.12 -0.12 0.16
H 1.9451 -3.4876 -0.7729 0.25 0.14 -0.18
H 4.6826 -3.0456 1.5277 -0.31 0.08 0.06
H 2.9362 -3.1839 1.8835 0.23 0.19 -0.03
H 3.8460 -1.7228 2.3818 0.01 -0.20 -0.19
H 5.6756 -2.3597 -0.5419 -0.20 0.26 -0.04
H 5.6313 -0.6327 -0.0851 -0.05 -0.16 -0.09
H 5.0953 -1.1377 -1.7108 -0.04 -0.07 0.22
C 2.9369 0.8952 -2.9806 0.63 0.21 0.48
C 1.7337 0.2803 -3.3270 -0.25 -0.28 -0.16
C 1.4707 0.0026 -4.6724 0.00 0.07 0.28
C 2.3974 0.3587 -5.6606 0.14 0.08 0.30
C 3.5963 0.9946 -5.3025 -0.03 0.03 0.19
C 3.8740 1.2655 -3.9643 -0.18 -0.09 0.10
Se 3.4274 1.2524 -1.1330 2.88 2.48 -3.81
H -0.8987 -1.1272 -1.9385 -2.26 -1.23 -1.56
H 1.0229 0.0220 -2.5331 0.12 0.06 -0.46
H 0.5330 -0.4879 -4.9402 0.29 0.18 0.03
H 2.1930 0.1446 -6.7104 0.03 0.06 0.33
H 4.3199 1.2845 -6.0639 -0.23 -0.11 0.17
H 4.7984 1.7519 -3.6528 -0.17 -0.10 -0.25
N -10.2731 -0.4291 4.1306 1.49 0.63 -1.01
C -9.3633 -0.0399 3.5050 -0.76 -0.32 0.51
C -8.2434 0.4354 2.7378 -0.92 -0.43 0.57
C -7.5761 -0.4325 1.8612 1.39 -0.40 -1.28
C -6.4818 0.0221 1.1214 -1.33 -1.47 0.53
C -6.0566 1.3508 1.2654 1.64 0.72 -0.98
C -6.7239 2.2282 2.1309 -1.51 0.26 1.30
C -7.8198 1.7653 2.8656 1.24 1.59 -0.44
N -4.9315 1.8022 0.5549 -1.27 0.28 0.99
C -4.3703 3.0831 0.5786 0.69 0.11 -0.41
C -3.2614 3.0333 -0.2334 -1.46 -0.13 1.06
N -3.1240 1.7616 -0.7428 -1.22 -1.50 0.42
C -4.1326 1.0408 -0.2775 1.79 0.93 -0.99
H -7.9114 -1.4650 1.7614 0.08 0.29 0.01
H -5.9709 -0.6581 0.4394 -0.31 0.19 0.30
H -6.3924 3.2620 2.2362 -0.24 -0.40 0.04
H -8.3436 2.4407 3.5434 0.15 -0.20 -0.20
H -4.7894 3.8938 1.1442 -0.02 0.01 -0.04
H -2.5749 3.8278 -0.4735 -0.04 0.02 -0.04
H -4.3394 0.0041 -0.5021 0.17 0.20 -0.07